[1]
{
  "formula": "C26H24BrN8OV",
  "method": "ωB97M-V/def2-TZVPD",
  "elements": ["Br", "V", "O", "N", "N", "N", "N", "N", "N", "N", "N", "C", "C", "C", "C", "C", "C", "C", "C", "C", "C", "C", "C", "C", "C", "C", "C", "C", "C", "C", "C", "C", "C", "C", "C", "C", "C", "H", "H", "H", "H", "H", "H", "H", "H", "H", "H", "H", "H", "H", "H", "H", "H", "H", "H", "H", "H", "H", "H", "H", "H"],
  "xyz": [[1.57, -4.37, 6.90], [0.52, -0.08, -1.80], [-0.88, -0.97, -1.32], [0.64, -1.29, -5.85], [0.66, -0.88, -3.76], [-2.40, -0.23, 4.82], [1.94, -1.10, -5.57], [-2.81, 0.08, 3.70], [0.68, 0.20, 0.27], [2.68, -0.50, -2.16], [5.21, -1.42, -2.56], [0.28, -3.13, 6.29], [-1.19, 2.47, -2.36], [-1.46, -0.82, -0.04], [1.46, 0.98, 1.02], [3.10, -0.74, -3.36], [0.00, -3.10, 4.92], [1.95, -0.87, -4.28], [-0.99, 3.86, -1.58], [-2.55, 1.91, -1.91], [-0.12, -1.16, -4.77], [-1.24, 2.96, -3.85], [-0.92, 0.07, 2.12], [-0.80, -2.11, 4.35], [-1.21, -1.25, 6.52], [-2.27, -0.25, 2.46], [1.19, 1.31, 2.32], [-0.03, 0.80, 2.88], [4.81, -1.06, -1.36], [-0.26, -2.15, 7.08], [-0.10, 1.49, -2.07], [4.44, -1.16, -3.58], [-2.77, -1.11, 0.27], [-3.20, -0.74, 1.59], [-1.36, -1.15, 5.16], [3.59, -0.51, -1.15], [-0.53, -0.26, 0.79], [-0.22, 1.05, 3.88], [-0.01, -2.11, 8.16], [-3.32, 2.68, -2.03], [2.33, 1.43, 0.51], [-3.41, -1.61, -0.49], [4.82, -1.27, -4.60], [5.52, -1.30, -0.56], [-0.87, -2.13, 3.29], [-4.22, -0.95, 1.97], [1.84, 1.97, 2.85], [-1.00, 3.77, -0.51], [-0.30, 3.30, -4.23], [0.02, 4.28, -1.90], [0.91, 1.85, -2.41], [-1.21, -1.24, -4.85], [-1.99, 3.72, -3.99], [0.42, -1.76, -6.74], [3.22, -0.28, -0.17], [-2.78, 1.00, -2.39], [-1.87, -0.63, 7.08], [-1.54, 2.09, -4.50], [0.46, -3.77, 4.23], [-1.80, 4.55, -1.89], [-2.64, 1.65, -0.88]],
  "mulliken_charge": [-0.121, -0.128, -0.936, 0.107, 0.176, -0.292, -0.614, -0.508, -0.071, 0.142, -0.435, 0.037, 1.693, 0.288, 0.216, 0.471, -0.794, 0.135, -1.507, -1.892, -0.193, -1.554, 0.191, -0.156, -0.208, 0.668, -1.727, -0.434, -0.547, -0.485, 0.469, -0.376, -0.676, -0.376, 0.402, -0.120, 0.543, 0.719, 0.397, 0.474, 0.664, 0.461, 0.428, 0.389, 0.367, 0.503, 0.475, 0.373, 0.432, 0.373, 0.282, 0.514, 0.460, 0.280, 0.487, 0.426, 0.508, 0.308, 0.450, 0.457, 0.383],
  "homo_lumo_gap_ev": 5.6,
  "e_homo_ev": -13.1,
  "total_charge": 2,
  "energy_ev": -137031.7453
}

=====

[2]
{
  "formula": "C26H24Cl2N6O3S2Ti",
  "method": "ωB97M-V/def2-TZVPD",
  "elements": ["Ti", "Cl", "Cl", "S", "S", "O", "O", "O", "N", "N", "N", "N", "N", "N", "C", "C", "C", "C", "C", "C", "C", "C", "C", "C", "C", "C", "C", "C", "C", "C", "C", "C", "C", "C", "C", "C", "C", "C", "C", "C", "H", "H", "H", "H", "H", "H", "H", "H", "H", "H", "H", "H", "H", "H", "H", "H", "H", "H", "H", "H", "H", "H", "H", "H"],
  "xyz": [[0.30, 0.23, 0.27], [5.08, 0.39, 0.66], [5.05, -0.92, -1.97], [-0.87, 0.14, 4.42], [-1.50, 4.36, 0.49], [1.40, 1.17, -1.00], [1.51, -1.05, 1.08], [0.04, -3.84, -2.48], [-3.28, 1.00, 3.64], [0.48, -2.56, -2.06], [-1.08, -0.89, 1.62], [1.20, -0.14, -1.45], [-2.22, -0.24, 2.07], [-0.27, 2.10, 0.98], [-3.70, 1.41, -2.33], [-0.18, -1.99, -4.38], [-2.14, 0.27, 3.27], [1.17, 5.11, 3.47], [1.26, 2.78, 2.80], [0.38, -1.67, -3.02], [0.17, 5.36, 2.54], [4.09, -0.05, -0.75], [-3.34, 0.06, -2.36], [-1.94, 1.84, -0.73], [-1.00, -2.14, 1.87], [1.70, 3.82, 3.59], [2.46, -3.19, 0.84], [0.14, -2.96, 1.47], [0.26, 3.02, 1.85], [-0.27, 4.32, 1.74], [-1.24, 2.64, 0.19], [-2.25, -0.38, -1.60], [-1.52, 0.48, -0.80], [2.32, -4.57, 0.83], [0.73, -0.33, -2.69], [-3.02, 2.30, -1.53], [0.03, -4.34, 1.47], [1.09, -5.16, 1.13], [0.48, 0.82, -3.62], [1.37, -2.36, 1.13], [3.69, 0.86, -1.18], [-1.26, -1.86, -4.38], [2.46, 3.63, 4.34], [1.53, 5.91, 4.11], [-0.25, 6.35, 2.43], [0.98, -6.24, 1.12], [-3.73, 1.41, 2.83], [-3.05, 1.67, 4.35], [-0.52, 0.76, -4.05], [3.17, -5.19, 0.57], [1.64, 1.77, 2.92], [-4.53, 1.76, -2.93], [-0.93, -4.78, 1.74], [3.41, -2.73, 0.60], [-3.32, 3.34, -1.49], [0.18, -4.34, -1.67], [-3.89, -0.64, -2.98], [3.27, -0.68, -0.43], [1.20, 0.85, -4.45], [0.04, -3.03, -4.64], [-1.81, -2.62, 2.41], [0.24, -1.33, -5.13], [-1.97, -1.43, -1.65], [0.57, 1.74, -3.06]],
  "lowdin_spin": [0.333, 0.001, 0.000, 0.001, 0.107, 0.000, 0.002, 0.051, 0.000, 0.255, 0.005, 0.104, 0.003, 0.113, -0.004, -0.001, 0.000, 0.026, 0.023, 0.045, 0.002, 0.003, 0.102, 0.042, 0.002, -0.001, 0.002, 0.001, -0.001, 0.013, 0.267, 0.000, 0.094, 0.001, 0.247, 0.079, 0.002, 0.002, 0.041, 0.001, 0.000, 0.001, -0.001, 0.002, -0.001, 0.000, 0.000, 0.000, 0.011, 0.000, 0.001, -0.003, 0.000, 0.000, 0.008, -0.001, 0.009, 0.002, 0.013, -0.001, 0.000, 0.000, -0.002, 0.000],
  "s2": 2.054,
  "homo_lumo_gap_ev": [4.2, 6.2],
  "spin_multiplicity": 3,
  "e_homo_ev": [0.2, -1.8],
  "total_charge": -2,
  "energy_ev": -112265.4967
}